*P*
DFT (ωB97M-V/def2-TZVPD) results for one molecule with the formula C3H5N3O.

Geometry (Å):
O -0.60 -1.21 1.99
N -1.57 -0.42 1.22
N -1.56 0.50 -1.00
N 0.64 -1.05 1.42
C 0.52 -0.48 0.33
C -0.91 -0.09 0.15
C 1.72 0.06 -0.40
H -1.40 1.55 -1.18
H 1.90 -0.03 -1.52
H 2.49 -0.29 0.25
H 1.49 1.22 -0.22
H -2.73 0.26 -1.03

Properties
structure (SMILES): Cc1nonc1N
highest occupied orbital energy: -10.0 eV
net charge: 0
frontier orbital gap: 0.390 Ha

*Q*
DFT (ωB97M-V/def2-TZVPD) results for one molecule with the formula C3H5N3O.

Geometry (Å):
O 1.44 -0.74 2.00
N -1.27 0.34 -0.27
N 0.86 -0.29 -0.73
N 0.22 0.12 -1.84
C -1.03 0.51 -1.55
C -0.07 -0.13 0.19
C 0.32 0.02 1.63
H -0.51 -0.20 2.30
H -1.71 0.95 -2.26
H 0.75 0.24 -2.69
H 0.53 1.10 1.68
H 2.05 -0.74 1.25

Properties
structure (SMILES): OCc1nc[nH]n1
highest occupied orbital energy: -9.9 eV
net charge: 0
frontier orbital gap: 0.395 Ha

Of them, *P* has the lowest stability.

*P*
DFT (ωB97M-V/def2-TZVPD) results for one molecule with the formula C3H5N3O.

Geometry (Å):
O -1.62 1.74 1.45
N 1.21 -1.70 -0.02
N -0.01 0.03 -1.21
N -0.16 -0.03 1.01
C 0.38 -0.59 -0.01
C -0.98 0.99 0.52
C -1.13 1.17 -0.83
H 1.54 -1.94 0.91
H 1.96 -1.67 -0.69
H -1.36 1.39 2.32
H 0.26 1.09 -1.35
H -0.09 -0.48 -2.09

Properties
highest occupied orbital energy: -8.0 eV
net charge: 0
frontier orbital gap: 0.309 Ha

*Q*
DFT (ωB97M-V/def2-TZVPD) results for one molecule with the formula C3H5N3O.

Geometry (Å):
O -3.14 0.09 -0.06
N -1.17 -0.76 0.09
N 2.38 0.60 -0.05
N 1.23 1.59 -0.19
C 0.97 0.31 -0.03
C -1.82 0.39 -0.02
C 0.25 -0.81 0.11
H 0.72 -1.78 0.26
H -3.59 0.94 -0.14
H 2.92 0.43 -0.90
H -1.67 -1.65 0.12
H 2.91 0.65 0.81

Properties
highest occupied orbital energy: -7.2 eV
net charge: 0
frontier orbital gap: 0.288 Ha

Of them, *Q* has the lowest stability.

*P*
DFT (ωB97M-V/def2-TZVPD) results for one molecule with the formula C3H5N3O.

Geometry (Å):
O 1.95 -0.55 0.01
N -2.51 0.51 0.03
N -0.29 -2.02 -0.08
N -0.31 -0.60 -0.05
C -1.47 0.02 0.00
C 0.92 0.06 -0.04
C 0.78 1.56 -0.06
H 0.24 1.90 0.82
H 1.77 2.01 -0.08
H -0.12 -2.40 0.84
H -1.18 -2.36 -0.44
H 0.23 1.87 -0.95

Properties
structure (SMILES): CC(=O)N(N)C#N
highest occupied orbital energy: -10.0 eV
net charge: 0
frontier orbital gap: 0.388 Ha

*Q*
DFT (ωB97M-V/def2-TZVPD) results for one molecule with the formula C3H5N3O.

Geometry (Å):
O -2.04 0.87 -0.41
N 0.55 -0.96 0.56
N -0.62 1.05 -0.26
N 1.96 0.59 -0.51
C -1.94 -0.37 0.34
C 1.79 -0.48 0.16
C -0.45 -0.21 0.27
H -0.09 1.41 -1.06
H -2.37 -0.29 1.34
H 2.61 -1.14 0.47
H 2.94 0.74 -0.71
H -2.34 -1.23 -0.20

Properties
structure (SMILES): [H]/N=C/N=C1/CON1
highest occupied orbital energy: -9.2 eV
net charge: 0
frontier orbital gap: 0.368 Ha

Of them, *Q* has the lowest stability.

*P*
DFT (ωB97M-V/def2-TZVPD) results for one molecule with the formula C3H5N3O.

Geometry (Å):
O -1.85 0.68 -0.19
N 1.67 0.73 -0.56
N -0.97 -1.47 0.93
N -0.55 0.43 -0.27
C 0.01 -0.70 0.42
C 1.53 -0.57 0.34
C 0.49 1.15 -0.85
H 1.84 -0.25 1.45
H 2.11 -1.53 0.09
H -2.20 -0.42 -0.02
H 0.29 2.07 -1.45
H -0.45 -2.36 1.32

Properties
structure (SMILES): [H]/N=C1\CN=CN1O
highest occupied orbital energy: -8.5 eV
net charge: 0
frontier orbital gap: 0.342 Ha

*Q*
DFT (ωB97M-V/def2-TZVPD) results for one molecule with the formula C3H5N3O.

Geometry (Å):
O -0.84 2.15 -0.26
N -1.96 -0.67 -0.12
N -0.63 -0.33 0.04
N 1.26 1.10 -0.29
C 0.58 -0.85 -0.25
C -0.05 1.27 -0.17
C 1.64 -0.15 0.46
H -2.44 -0.50 0.76
H -2.40 0.00 -0.75
H 2.65 -0.46 0.18
H 1.50 -0.08 1.54
H 0.70 -1.47 -1.14

Properties
highest occupied orbital energy (spin up / spin down): -8.7 / -8.7 eV
net charge: 0
frontier orbital gap (spin up / spin down): 0.298 / 0.298 Ha

Of them, *Q* has the lowest stability.

*P*
DFT (ωB97M-V/def2-TZVPD) results for one molecule with the formula C3H5N3O.

Geometry (Å):
O -1.71 1.12 0.42
N 1.61 0.06 -0.83
N 0.36 -0.15 -1.28
N 0.52 -0.61 0.93
C -1.72 -0.24 0.01
C 1.69 -0.19 0.49
C -0.27 -0.54 -0.18
H 2.27 0.52 -1.43
H -2.29 -0.31 -0.91
H -0.87 1.24 0.90
H 2.57 -0.02 1.09
H -2.17 -0.88 0.79

Properties
structure (SMILES): OCc1nc[nH]n1
highest occupied orbital energy: -10.1 eV
net charge: 0
frontier orbital gap: 0.399 Ha

*Q*
DFT (ωB97M-V/def2-TZVPD) results for one molecule with the formula C3H5N3O.

Geometry (Å):
O 0.40 -0.90 -0.35
N 2.00 0.38 0.30
N 1.67 -0.87 0.03
N 0.82 1.11 0.20
C -2.31 -0.51 0.44
C -0.09 0.29 -0.34
C -1.55 0.63 -0.38
H -1.45 1.64 0.23
H -3.44 0.02 0.77
H -1.84 -0.72 1.45
H -2.00 0.79 -1.40
H -2.21 -1.38 -0.31

Properties
structure (SMILES): CCc1nnno1
highest occupied orbital energy: -11.0 eV
net charge: 0
frontier orbital gap: 0.430 Ha

Of them, *Q* has the lowest stability.

*P*
DFT (ωB97M-V/def2-TZVPD) results for one molecule with the formula CH5NO2Si.

Geometry (Å):
Si 0.05 -0.96 -0.31
O 1.63 1.38 -0.48
O 1.10 -1.31 0.73
N 1.24 0.31 -1.02
C -1.35 0.00 0.51
H -2.13 -0.58 1.10
H 2.63 1.40 -0.31
H -0.92 0.53 1.36
H -0.22 -1.49 -1.55
H -2.03 0.71 -0.03

Properties
highest occupied orbital energy (spin up / spin down): -10.0 / -10.0 eV
net charge: 0
frontier orbital gap (spin up / spin down): 0.298 / 0.303 Ha

*Q*
DFT (ωB97M-V/def2-TZVPD) results for one molecule with the formula CH5NO2Si.

Geometry (Å):
Si 0.67 0.23 0.45
O -1.13 -0.26 0.83
O -3.17 -0.67 1.23
N -2.37 0.12 1.53
C 0.96 -0.25 -1.27
H 1.77 0.06 1.40
H -0.12 -0.72 -1.46
H 1.84 -0.95 -1.32
H 0.41 1.84 0.45
H 1.14 0.59 -1.84

Properties
structure (SMILES): C[SiH2]ON=O
highest occupied orbital energy: -10.3 eV
net charge: 0
frontier orbital gap: 0.390 Ha

Of them, *P* has the lowest stability.

*P*
DFT (ωB97M-V/def2-TZVPD) results for a 2-piece molecular cluster, C3H7O2 overall.

Geometry (Å):
O 0.45 1.27 -0.86
O -1.20 -0.07 -0.05
C -2.26 0.39 -0.67
C 0.70 -0.14 1.11
C 0.21 0.45 -0.11
H 2.38 -1.07 -1.00
H 1.79 -0.04 1.24
H -2.25 1.00 -1.62
H 2.15 -1.17 -1.63
H -3.15 0.27 -0.15
H 0.33 -1.24 1.17
H 0.15 0.42 1.99

Properties
highest occupied orbital energy: -17.2 eV
net charge: +1
frontier orbital gap: 0.365 Ha

*Q*
DFT (ωB97M-V/def2-TZVPD) results for a 2-piece molecular cluster, C3H7O2 overall.

Geometry (Å):
O -2.01 2.86 -0.17
O -1.11 -0.57 0.94
C 0.68 -1.51 -0.69
C 2.10 -1.37 -0.47
C 0.03 -0.89 0.61
H 2.93 -1.51 -1.09
H -1.64 0.36 0.78
H 2.52 -1.13 0.49
H 0.44 -1.74 -1.63
H 0.78 -0.98 1.42
H -2.04 3.67 -0.70
H -2.68 2.83 0.51

Properties
highest occupied orbital energy: -15.2 eV
net charge: +1
frontier orbital gap: 0.322 Ha

Of them, *Q* has the lowest stability.

*P*
DFT (ωB97M-V/def2-TZVPD) results for C7H10N2 as an isolated structure.

Geometry (Å):
N 0.38 0.22 -1.61
N -0.18 2.31 -0.51
C 0.06 0.10 2.09
C 0.96 -1.71 0.03
C -0.54 0.19 0.60
C 0.69 -0.71 1.14
C 0.03 1.00 -0.52
C 0.81 -1.15 -1.24
C -1.92 -0.34 0.24
H 0.92 -2.87 -0.06
H -0.52 -0.02 3.37
H -2.49 0.75 0.21
H -2.20 -0.97 -0.61
H -2.35 -1.07 0.93
H 1.16 -1.75 -2.07
H 0.82 1.22 2.21
H 0.40 2.54 -1.41
H 1.62 -0.37 0.89
H 0.77 0.54 -2.62

Properties
highest occupied orbital energy: -8.1 eV
net charge: 0
frontier orbital gap: 0.323 Ha

*Q*
DFT (ωB97M-V/def2-TZVPD) results for one molecule with the formula C7H10N2.

Geometry (Å):
N 2.11 0.00 -0.28
N 3.39 -0.08 -0.08
C -0.27 2.11 0.09
C -0.20 -0.48 0.04
C 1.23 -0.70 0.34
C -1.09 -1.44 -0.04
C -2.49 -0.93 -0.23
C -2.22 0.59 0.08
C -0.79 0.86 0.00
H -2.65 0.87 1.10
H -1.01 -2.51 0.21
H -0.93 3.00 -0.01
H -2.74 1.23 -0.69
H -2.96 -0.98 -1.24
H -3.20 -1.43 0.52
H 1.54 -1.46 1.07
H 0.74 2.48 0.21
H 4.00 0.18 -0.76
H 3.64 -0.94 0.42

Properties
structure (SMILES): C=C1CCC=C1/C=N/N
highest occupied orbital energy: -8.0 eV
net charge: 0
frontier orbital gap: 0.332 Ha

*R*
DFT (ωB97M-V/def2-TZVPD) results for one molecule with the formula C7H10N2.

Geometry (Å):
N 0.82 -1.85 -0.05
N -0.27 -0.16 -1.46
C -0.33 0.69 -0.29
C -1.91 1.17 0.17
C 0.77 0.93 1.90
C 0.03 -1.30 1.13
C 0.61 -1.31 -1.19
C 0.12 0.22 1.01
C 0.45 1.18 -1.43
H 0.35 -1.52 2.16
H -2.31 -0.02 0.38
H 1.64 1.08 -1.62
H -1.05 -1.48 1.08
H 0.14 1.90 -2.21
H 1.18 -1.58 -2.04
H 1.25 0.49 2.84
H 1.02 2.04 1.67
H -1.92 1.89 1.21
H -2.55 1.75 -0.63

Properties
structure (SMILES): C=C1CN=CN2C[C@]12C
highest occupied orbital energy: -8.9 eV
net charge: 0
frontier orbital gap: 0.360 Ha

*S*
DFT (ωB97M-V/def2-TZVPD) results for one molecule with the formula C7H10N2.

Geometry (Å):
N 1.49 1.33 0.88
N 0.24 -0.59 0.02
C -2.38 -0.56 -1.24
C 0.76 0.10 1.12
C 0.05 -0.02 -1.25
C -1.25 -0.25 -1.88
C 1.04 -0.78 2.31
C 0.40 1.62 1.48
C 1.02 0.65 -1.88
H -1.25 -0.16 -2.97
H 0.96 -1.85 2.11
H 1.97 0.84 -1.42
H -2.44 -0.65 -0.17
H -0.15 2.55 1.46
H -3.30 -0.72 -1.78
H 0.38 -0.61 3.15
H 2.06 -0.64 2.69
H -0.47 -1.26 0.27
H 0.86 1.01 -2.89

Properties
structure (SMILES): C=CC(=C)N[C@]1(C)C=N1
highest occupied orbital energy: -8.0 eV
net charge: 0
frontier orbital gap: 0.328 Ha

Of them, *P* has the lowest stability.

*P*
DFT (ωB97M-V/def2-TZVPD) results for C39H41BrClN5O5PSSr as an isolated structure.

Geometry (Å):
Sr 1.36 -0.15 0.41
Br 5.52 4.22 -2.24
Cl 1.46 0.72 -2.85
S -0.29 0.32 2.83
P -1.17 -0.81 -1.81
O 3.74 -1.22 -0.97
O 0.64 1.18 3.52
O 3.77 -0.54 1.75
O 1.51 -2.71 -0.23
O 0.24 -1.02 2.53
N -1.30 3.02 1.93
N 2.99 1.98 0.07
N -0.63 0.86 1.38
N -5.31 -0.10 5.89
N -0.07 2.52 -0.07
C 1.60 -3.74 0.74
C -3.81 -0.97 4.22
C -2.96 0.97 -0.72
C -3.67 2.16 -0.64
C -1.74 0.16 3.79
C -2.63 -0.87 3.52
C -0.67 2.20 1.09
C -2.17 1.60 -2.91
C -0.75 -1.89 -5.77
C -0.09 3.82 -0.37
C -1.30 4.31 1.59
C -4.54 -3.17 -1.89
C 3.80 -0.46 3.17
C -4.04 -4.38 -1.41
C 3.77 2.43 -0.90
C 4.89 -1.20 1.19
C -2.88 2.79 -2.82
C -0.58 -0.96 -3.54
C 0.58 -0.32 -3.95
C 2.85 2.72 1.17
C -0.70 4.77 0.44
C -2.21 0.68 -1.86
C 1.08 -0.44 -5.24
C -1.87 -3.39 -1.17
C 4.29 4.42 0.33
C 3.67 -2.60 -1.30
C 4.95 -0.88 -0.29
C -4.12 -0.03 5.22
C 3.48 3.94 1.34
C -2.71 -4.48 -1.05
C -1.24 -1.76 -4.48
C -3.21 1.00 5.48
C -2.03 1.10 4.77
C 4.44 3.65 -0.81
C 0.41 -1.23 -6.15
C 2.21 -2.96 -1.44
C -2.35 -2.18 -1.66
C -3.62 3.08 -1.68
C -3.70 -2.08 -2.02
H 2.87 0.02 3.48
H -4.17 4.01 -1.61
H 4.80 5.37 0.42
H 3.86 -1.45 3.61
H 1.74 -2.32 -2.20
H -5.81 -0.97 5.87
H 4.82 -2.28 1.38
H 0.99 -3.43 1.59
H 0.39 4.10 -1.30
H -0.71 5.82 0.17
H -2.98 0.28 0.11
H -2.84 3.49 -3.64
H 4.65 0.14 3.50
H 4.21 -2.80 -2.23
H 0.79 -1.33 -7.16
H 1.22 -4.68 0.34
H -3.43 1.74 6.24
H -4.08 -1.14 -2.40
H -4.24 2.38 0.25
H 2.63 -3.89 1.08
H -2.14 -2.27 -4.19
H 4.12 -3.21 -0.51
H -5.39 0.42 6.75
H -1.81 4.98 2.27
H -2.32 -5.42 -0.67
H -0.83 -3.46 -0.86
H -2.39 -1.60 2.75
H 5.79 -1.41 -0.74
H -4.50 -1.77 4.01
H 2.20 2.33 1.95
H -1.60 1.39 -3.80
H -5.58 -3.08 -2.18
H 5.81 -0.84 1.67
H -1.28 -2.51 -6.48
H -1.33 1.90 4.97
H 2.08 -4.00 -1.75
H 1.98 0.09 -5.52
H 5.10 0.19 -0.43
H 3.88 1.82 -1.79
H 3.33 4.50 2.25
H -4.70 -5.23 -1.32

Properties
highest occupied orbital energy: -10.0 eV
net charge: +1
frontier orbital gap: 0.300 Ha

*Q*
DFT (ωB97M-V/def2-TZVPD) results for C39H41BrClN5O5PSSr as an isolated structure.

Geometry (Å):
Sr -0.04 0.93 0.17
Br -4.35 0.86 -3.12
Cl 1.80 1.06 2.94
S 0.47 4.00 -0.23
P -1.27 0.35 3.20
O 1.15 -1.35 0.99
O -0.80 3.35 0.12
O -1.24 -1.62 -0.34
O 0.55 4.48 -1.59
O -0.93 0.32 -2.24
N 3.26 3.33 -1.47
N -3.68 2.19 0.71
N 2.49 1.14 -0.94
N 1.56 2.91 0.11
N 1.24 8.47 3.52
C 1.08 7.41 2.66
C 0.09 5.28 2.15
C -3.49 -0.43 4.76
C 3.38 0.63 -1.80
C 1.67 7.44 1.39
C -5.16 -1.97 3.98
C -1.94 -1.69 -1.58
C -2.73 3.92 4.48
C -4.49 -2.09 2.77
C 4.11 2.80 -2.33
C -4.66 -1.14 4.97
C -3.32 -1.37 2.55
C -4.01 1.99 -1.64
C -3.89 1.45 -0.37
C -0.78 3.51 5.82
C -1.85 4.32 5.48
C 4.22 1.42 -2.54
C 2.53 -1.67 0.88
C 0.29 6.32 3.03
C 1.46 6.40 0.51
C 0.67 5.32 0.88
C -2.53 2.72 3.82
C 0.01 -0.59 4.12
C -0.58 2.30 5.17
C -3.94 3.36 -1.81
C -0.30 -1.69 4.93
C -1.46 1.89 4.16
C 0.70 -2.45 5.52
C 2.03 -2.11 5.33
C 2.37 -1.03 4.53
C -1.15 -1.01 -2.67
C -3.61 3.51 0.55
C -0.44 -2.77 -0.08
C 0.32 -2.49 1.19
C 2.46 2.48 -0.80
C -2.81 -0.55 3.55
C 1.36 -0.29 3.94
C -0.38 1.18 -3.26
C -3.74 4.14 -0.68
H 0.91 -3.36 1.48
H 0.25 -2.95 -0.91
H 0.44 -3.29 6.15
H -0.16 6.29 4.01
H 0.25 1.67 5.46
H -2.15 -2.72 -1.85
H 1.99 9.12 3.34
H -4.89 -2.72 1.99
H -1.08 -3.65 0.03
H -2.00 5.26 6.00
H -0.53 4.43 2.43
H 2.27 8.29 1.10
H -3.67 5.21 -0.75
H -3.58 4.54 4.22
H -0.09 3.81 6.60
H -1.33 -1.96 5.08
H -5.19 -1.05 5.91
H -2.80 -1.44 1.60
H 3.07 -0.74 0.74
H 2.82 -2.69 5.80
H 0.59 0.81 -3.59
H -4.04 3.81 -2.79
H 4.94 1.00 -3.24
H -1.06 1.24 -4.11
H -3.97 0.38 -0.22
H -3.11 0.22 5.54
H -0.38 -2.26 1.99
H -2.88 -1.16 -1.45
H 2.88 -2.16 1.80
H 1.91 6.41 -0.48
H -1.74 -1.01 -3.60
H 4.74 3.49 -2.87
H 3.40 -0.45 -1.90
H 3.40 -0.74 4.37
H -6.08 -2.52 4.14
H -0.19 -1.50 -2.86
H -0.27 2.17 -2.82
H 2.71 -2.34 0.03
H -3.22 2.40 3.04
H -3.43 4.10 1.44
H 1.04 8.33 4.49

Properties
highest occupied orbital energy: -9.9 eV
net charge: +1
frontier orbital gap: 0.299 Ha

Of them, *Q* has the lowest stability.

*P*
DFT (ωB97M-V/def2-TZVPD) results for a 2-piece molecular cluster, C3H8O3Si overall.

Geometry (Å):
Si -0.75 1.76 1.78
O -1.05 3.38 1.92
O -1.77 0.65 1.93
O 0.81 1.57 1.85
C -0.11 -1.40 -1.10
C -0.12 -2.72 -1.06
C 1.00 -0.53 -1.07
H 0.61 0.41 -1.57
H -1.89 3.64 1.48
H 1.72 -0.87 -1.84
H 1.37 -0.20 -0.16
H 0.73 -3.31 -1.10
H 1.54 1.82 1.24
H -1.05 -3.39 -1.11
H -1.03 -0.80 -1.19

Properties
structure (SMILES): O=[Si](O)O.C=CC
highest occupied orbital energy: -9.5 eV
net charge: 0
frontier orbital gap: 0.337 Ha

*Q*
DFT (ωB97M-V/def2-TZVPD) results for one molecule with the formula C3H8O3Si.

Geometry (Å):
Si -1.51 -0.03 0.00
O -2.37 -0.45 -1.35
O -2.42 -0.57 1.26
O -1.69 1.61 0.03
C 1.25 0.40 0.11
C 2.74 0.02 -0.13
C 0.29 -0.52 0.07
H -2.72 -1.40 -1.54
H -1.97 -0.78 2.00
H 3.21 0.18 0.88
H 2.92 -1.08 -0.46
H -2.36 2.07 -0.50
H 0.48 -1.52 0.14
H 0.88 1.46 0.26
H 3.28 0.62 -0.79

Properties
structure (SMILES): C/C=C/[Si](O)(O)O
highest occupied orbital energy: -9.8 eV
net charge: 0
frontier orbital gap: 0.384 Ha

Of them, *P* has the lowest stability.